Record 1
# C8H20

2 unconnected molecules or ions with the total composition C8H20 in a non-equilibrium geometry (ωB97M-V/def2-TZVPD, OMol25).

As for the net charge: 0. The SMILES is CCCC.CCCC. As for the lowest unoccupied orbital energy: 1.1 eV. Its calculated total energy is -316.72294 hartree. The spin multiplicity is 1. The value obtained for the energy above the lowest of the compared OMol25 structures with the same formula, charge and spin is 50.6 kcal/mol.

The geometry in XYZ format:
```
28
Properties=species:S:1:pos:R:3:forces:R:3
C -1.882255 0.520285 -1.476151 0.5 -0.2 -0.5
C -1.203877 0.049936 2.326778 -0.1 0.3 -0.7
C -2.154496 -0.001324 -0.077642 -0.5 0.2 -0.1
C -1.110066 0.601265 0.859488 -1.3 -0.2 1.4
H -2.603266 0.207705 -2.250141 0.2 0.0 0.4
H -0.878467 0.168086 -1.767631 -0.4 0.3 -0.3
H -1.869316 1.622325 -1.431910 0.0 -0.4 -0.2
H -2.142465 0.239925 2.874108 0.3 0.0 -0.4
H -0.366227 0.470415 2.908278 -0.4 -0.2 0.1
H -1.060747 -1.040424 2.241718 -0.1 0.3 0.3
H -3.207895 0.282265 0.110439 0.5 -0.2 0.7
H -2.083596 -1.103314 0.000068 -0.2 0.4 -0.2
H -0.080986 0.287275 0.599008 -3.7 1.0 -0.8
H -1.139387 1.707715 0.840288 -0.1 -0.4 0.0
C 2.243163 0.357175 -1.751200 0.6 -0.4 0.6
C 0.942874 -1.699564 0.133448 -0.3 -0.5 0.3
C 1.576514 0.682645 -0.398231 -0.3 1.1 -1.5
C 1.401263 -0.376684 0.691018 3.3 0.7 0.0
H 1.790853 -0.514084 -2.254120 0.1 0.4 0.2
H 3.311652 0.146775 -1.576051 -0.3 0.0 -0.4
H 2.161584 1.230755 -2.419640 0.1 -0.4 0.3
H 1.736343 -2.101124 -0.519071 -0.4 0.1 0.2
H 0.023574 -1.578924 -0.464001 0.3 -0.2 0.2
H 0.746572 -2.428253 0.937868 0.1 0.2 -0.4
H 2.098093 1.557635 0.035129 -0.3 -0.3 -0.1
H 0.571424 1.015865 -0.721051 0.7 0.2 0.4
H 2.419882 -0.444434 1.119118 -0.4 -0.5 0.2
H 0.759253 0.140075 1.430088 2.1 -1.5 0.5
```
Forces are in eV/Å.

For each atom in turn, the Mulliken charge in e is: -1.024 -1.345 -0.321 1.165 0.368 0.143 0.275 0.360 0.416 0.264 0.358 0.290 -1.480 0.386 -1.483 -1.120 -0.089 0.019 0.327 0.372 0.394 0.411 0.202 0.269 0.375 0.057 0.511 -0.100

=====

Record 2
# C11H15N

2 unconnected molecules or ions with the total composition C11H15N in a non-equilibrium geometry (ωB97M-V/def2-TZVPD, OMol25).

As for the net charge: 0. The SMILES is Cc1c[nH]c2ccccc12.CC. As for the lowest unoccupied orbital energy: 0.9 eV. Its calculated total energy is -482.89404 hartree. The spin multiplicity is 1. The value obtained for the energy above the lowest of the compared OMol25 structures with the same formula, charge and spin is 13.3 kcal/mol.

The geometry in XYZ format:
```
27
Properties=species:S:1:pos:R:3:forces:R:3
C 0.159840 -2.819237 -1.920482 -0.2 -0.6 0.9
C -0.300894 -1.489895 0.295175 0.6 -0.2 0.3
C 0.558252 -1.938946 -0.777082 -0.7 0.7 -0.2
C 0.321675 -0.364106 0.870025 -0.2 -0.6 0.5
C 1.659379 -1.138617 -0.735358 -0.6 -1.1 -0.6
C -1.375320 -2.077705 0.972222 -0.4 0.3 -0.9
C -1.896436 -1.460221 2.078944 -0.1 0.1 0.2
C -1.336829 -0.265197 2.575657 -0.6 -0.3 -0.5
C -0.236129 0.286406 1.970299 0.5 0.4 0.3
N 1.540998 -0.218226 0.271542 0.7 0.5 -0.3
H -1.846220 -2.947645 0.533513 0.0 -0.2 0.2
H -2.764472 -1.880683 2.565661 0.0 0.0 0.1
H -1.860035 0.229259 3.377629 0.2 0.1 0.3
H 1.048041 -3.167434 -2.432655 0.0 0.0 -0.4
H -0.560105 -2.341969 -2.589893 0.4 0.2 -0.1
H 2.473583 -1.292184 -1.427228 0.3 0.7 0.3
H 2.199197 0.525625 0.416596 -0.1 0.0 0.1
H 0.227788 1.182103 2.368116 0.0 0.0 0.0
H -0.384238 -3.692367 -1.552032 0.2 -0.2 0.0
C 1.005347 2.775109 -1.000517 -1.3 0.3 1.3
C -0.365869 3.476603 -0.804960 0.3 -0.8 0.6
H 0.805061 1.732631 -1.219684 0.4 0.0 -0.8
H 1.624049 3.335770 -1.685923 0.4 -0.3 -0.2
H 1.448186 2.726761 0.002816 0.4 0.2 -0.3
H -0.306946 4.210279 0.000089 0.0 0.3 -0.4
H -1.064276 2.719675 -0.434618 -0.1 0.1 -0.1
H -0.773626 3.894211 -1.717851 0.0 0.2 -0.1
```
Forces are in eV/Å.

For each atom in turn, the Mulliken charge in e is: -1.299 0.706 0.611 -0.067 -0.811 -0.623 -0.458 -0.548 -0.585 0.063 0.310 0.373 0.378 0.391 0.259 0.360 0.279 0.350 0.309 -0.439 -0.961 0.059 0.401 0.080 0.261 0.270 0.329

=====

Record 3
# C3H10N4O

A molecular structure, C3H10N4O in a non-equilibrium geometry (ωB97M-V/def2-TZVPD, OMol25).

As for the net charge: 0. As for the lowest unoccupied orbital energy: 0.4 eV. Its calculated total energy is -414.30976 hartree. The spin multiplicity is 1. The value obtained for the energy above the lowest of the compared OMol25 structures with the same formula, charge and spin is 190.4 kcal/mol.

The geometry in XYZ format:
```
18
Properties=species:S:1:pos:R:3:forces:R:3
C 1.383386 1.228372 -0.815425 -0.2 0.1 0.3
N 0.266479 0.766092 0.013797 0.0 -1.9 -0.4
C 0.348766 0.178327 2.214036 -0.1 -1.6 -1.5
N 0.621962 -0.239646 1.000991 0.5 4.1 2.3
H -0.370314 1.511087 0.303347 0.3 -0.2 0.4
H 1.004865 1.470344 -1.810297 -0.1 0.2 0.1
H 2.147626 0.463831 -0.957498 -0.3 -0.1 0.3
H 1.831944 2.100716 -0.338869 0.2 0.1 -0.3
H -0.388598 0.953641 2.458226 0.6 0.3 -0.3
H 0.652259 -0.474942 3.032854 -0.1 0.0 -0.2
N -0.942010 -1.642487 0.087296 -1.2 1.5 -3.0
C -1.105033 -0.223795 -1.007859 -1.1 -3.4 1.1
O 0.121073 -2.457125 -0.355007 0.0 0.5 0.9
N -2.184774 0.435910 -1.099386 0.6 -0.2 0.5
H 0.898159 -2.110752 0.133318 -0.2 -0.2 -0.3
H -1.242699 -1.816977 1.045134 0.3 0.3 -0.4
H -2.483279 0.546247 -2.069666 0.3 0.2 0.3
H -0.559812 -0.688844 -1.834992 0.4 0.3 0.3
```
Forces are in eV/Å.

For each atom in turn, the Mulliken charge in e is: -0.919 -0.020 -0.462 -0.399 0.425 0.355 0.293 0.341 0.249 0.293 -0.465 0.206 -0.382 -0.796 0.353 0.256 0.254 0.420

=====

Record 4
# C27H44AsIrN5OSi3

A molecular structure, C27H44AsIrN5OSi3 (ωB97M-V/def2-TZVPD, OMol25).

As for the net charge: +1. As for the lowest unoccupied orbital energy: -3.8 eV. Its calculated total energy is -4612.65625 hartree. The spin multiplicity is 1. The value obtained for the energy above the lowest of the compared OMol25 structures with the same formula, charge and spin is 4.2 kcal/mol.

The geometry in XYZ format:
```
82
Properties=species:S:1:pos:R:3:forces:R:3
Ir 0.512319 -0.751429 0.238758 0.6 0.1 -0.2
C -4.313342 -2.765746 -0.543608 0.0 0.0 0.0
C -3.553748 -3.293178 -1.756100 0.0 0.0 0.0
C -2.155810 -3.786859 -1.441726 0.0 -0.1 0.0
C -1.922751 -5.146297 -1.653853 0.0 0.0 0.0
C -0.713635 -5.758295 -1.380173 0.0 0.0 0.0
C 0.315010 -4.999915 -0.855593 0.0 0.0 0.0
C 0.134177 -3.642154 -0.627534 0.0 0.0 0.0
C 1.312471 -2.890309 -0.057337 0.1 -0.3 0.1
C 1.750245 -1.463985 -2.253715 -0.2 0.1 -0.1
C -1.093694 -3.024442 -0.923421 0.1 0.1 0.1
N -1.114682 -1.618754 -0.659777 -0.2 -0.1 0.0
C -1.826341 -0.752507 -1.342417 0.0 0.1 0.0
C -1.535276 0.605927 -1.165513 -0.1 -0.1 0.2
C -2.067404 1.802738 -1.660707 0.0 0.0 0.0
C -1.267466 2.821130 -1.159658 0.0 0.0 0.0
C -0.268910 2.219856 -0.380212 0.0 -0.1 0.0
N -0.441644 0.894666 -0.359667 0.1 0.1 -0.3
H -5.334257 -2.500528 -0.817411 0.0 0.0 0.0
H -3.841658 -1.882575 -0.120363 0.0 0.1 0.1
H -4.359236 -3.526142 0.237585 0.0 0.0 0.0
H -3.553578 -2.553511 -2.558077 0.0 0.0 0.0
H -4.098369 -4.140267 -2.172580 0.0 0.0 0.0
H -2.734871 -5.743325 -2.049237 0.0 0.0 0.0
H -0.581387 -6.815354 -1.563939 0.0 0.0 0.0
H 1.265985 -5.460135 -0.612110 0.0 0.0 0.0
H 1.939877 -3.629481 0.454071 0.1 0.1 -0.1
H 1.085354 -2.318556 0.948334 -0.1 0.1 -0.1
H 2.028584 -3.489615 -2.486766 0.0 0.0 0.0
H 2.231749 -0.556750 -2.592957 0.0 0.0 0.0
H 0.704536 -1.576159 -2.520826 0.0 0.0 -0.1
H -2.564115 -1.071158 -2.064194 0.0 0.0 0.0
H -2.918410 1.894707 -2.316403 0.0 0.0 0.0
H -1.368144 3.879584 -1.332315 0.0 0.0 0.0
H 0.548843 2.690459 0.136717 0.1 0.0 0.1
C 0.104559 -2.028656 5.575683 0.0 -0.1 0.0
Si 0.169718 -2.290140 3.735926 0.0 0.1 -0.1
C 1.764112 -3.179752 3.346435 0.1 0.0 0.0
C -1.327245 -3.207834 3.105348 0.0 0.0 0.1
As 0.140227 -0.197820 2.549756 -0.4 0.0 0.3
Si 1.851686 1.251386 3.471325 0.0 0.0 0.0
C 3.460409 0.363901 3.713732 0.0 0.0 0.0
C 1.072770 1.659219 5.122538 0.0 0.0 0.1
C 2.091407 2.787245 2.455141 0.0 0.0 0.0
Si -2.007376 0.815246 3.001944 0.2 0.0 0.1
C -1.925543 2.654941 2.723395 0.0 0.0 0.0
C -3.269651 -0.006612 1.927703 -0.1 -0.1 -0.1
C -2.417828 0.480406 4.791754 0.0 0.0 0.0
H 0.128820 -3.027824 6.022613 0.0 0.0 0.1
H -0.796186 -1.530365 5.924218 0.0 0.0 0.0
H 0.973950 -1.487276 5.950735 0.0 0.0 0.0
H 1.834346 -4.049835 4.005364 0.0 0.0 0.0
H 2.633516 -2.554103 3.544069 0.0 0.0 0.0
H 1.855360 -3.546511 2.326099 0.0 -0.1 0.2
H -1.296440 -4.243203 3.455213 0.0 0.0 0.0
H -1.394787 -3.222082 2.015333 0.1 0.0 0.0
H -2.244624 -2.757705 3.492206 0.0 0.0 0.0
H 3.362731 -0.602931 4.204837 0.0 0.0 0.1
H 4.074354 0.993285 4.365458 0.0 0.0 0.0
H 3.985045 0.223640 2.769097 0.0 0.0 0.0
H 1.062449 0.804794 5.801389 0.0 0.0 0.0
H 0.053732 2.031164 5.026244 0.0 0.1 0.0
H 1.659607 2.448060 5.601772 0.0 0.0 0.0
H 2.386677 2.522155 1.441634 0.0 0.0 0.0
H 2.918700 3.350827 2.896042 0.0 0.0 0.1
H 1.215147 3.436736 2.447531 0.0 0.0 -0.1
H -1.493466 2.928291 1.762171 0.0 0.0 0.0
H -1.377187 3.166974 3.514389 0.0 0.0 0.0
H -2.952436 3.032575 2.739561 0.0 0.0 0.0
H -3.102011 0.199327 0.873240 0.0 0.0 -0.1
H -4.258117 0.376162 2.196725 0.0 0.0 0.0
H -3.270439 -1.086117 2.083853 0.0 0.0 0.0
H -1.616594 0.746477 5.480391 0.0 0.0 0.0
H -2.699352 -0.559312 4.963897 0.0 0.0 0.0
H -3.283395 1.100193 5.045439 0.0 0.0 0.0
O 2.274868 0.185471 0.664970 0.0 -0.2 0.1
N 3.416381 -0.497401 0.518895 -0.2 0.1 -0.1
C 3.413605 -1.540832 -0.226162 0.1 -0.1 -0.1
C 2.244773 -2.120941 -0.979233 0.2 -0.2 0.1
N 2.581172 -2.662973 -2.272341 -0.1 0.1 0.0
C 4.652009 -2.274281 -0.300308 0.0 0.1 0.1
N 5.618243 -2.894607 -0.311445 0.0 0.0 0.0
```
Forces are in eV/Å.

For each atom in turn, the Mulliken charge in e is: 0.482 -0.574 -0.996 1.029 -1.013 -1.330 -0.530 -0.394 -0.698 -0.423 -0.172 1.042 0.200 -0.526 -1.202 -0.725 -0.755 0.949 0.411 -0.077 0.307 0.389 0.472 0.399 0.454 0.612 1.447 -0.239 0.355 0.335 0.144 0.302 0.575 0.499 0.355 -1.087 0.307 -0.499 -0.890 0.539 0.344 -1.092 -0.925 -1.003 0.387 -0.870 -0.673 -1.228 0.395 0.319 0.295 0.478 0.180 0.044 0.475 0.140 0.281 0.281 0.423 0.333 0.197 0.129 0.467 0.175 0.483 0.311 0.172 0.305 0.422 0.027 0.626 0.096 0.368 0.298 0.444 -0.266 -0.551 -0.334 1.149 -0.808 -0.285 -0.482

=====

Record 5
# C3H5NO2

A molecular structure, C3H5NO2 (ωB97M-V/def2-TZVPD, OMol25).

As for the net charge: 0. As for the lowest unoccupied orbital energy: 0.8 eV. Its calculated total energy is -322.41330 hartree. The spin multiplicity is 1. The value obtained for the energy above the lowest of the compared OMol25 structures with the same formula, charge and spin is 101.0 kcal/mol.

The geometry in XYZ format:
```
11
Properties=species:S:1:pos:R:3:forces:R:3
N 2.149388 0.919016 0.754373 -0.6 0.2 -0.1
C 1.006614 1.003544 0.395372 0.5 0.0 0.4
O -0.248677 1.347888 0.481638 0.3 0.1 0.0
C -1.140654 0.326300 -0.038311 -0.2 -0.2 -0.1
C -0.269142 -0.923823 -0.247309 -0.2 0.0 0.0
O 0.907457 -0.384731 -0.782188 0.1 -0.1 0.0
H 1.920090 -0.135761 -0.041246 -0.1 -0.1 -0.1
H -1.532130 0.705842 -0.985735 0.1 -0.1 0.1
H -1.945831 0.199634 0.688262 0.1 0.0 -0.1
H -0.098025 -1.433108 0.715005 0.0 0.1 -0.1
H -0.749091 -1.624799 -0.939861 0.0 0.1 0.1
```
Forces are in eV/Å.

For each atom in turn, the Mulliken charge in e is: -0.602 0.520 -0.330 -0.353 -0.278 -0.619 0.522 0.269 0.292 0.258 0.322

=====

Record 6
# C16H17F6IN2OSn

A molecular structure, C16H17F6IN2OSn in a non-equilibrium geometry (ωB97M-V/def2-TZVPD, OMol25).

As for the net charge: +2. As for the lowest unoccupied orbital energy (spin up / spin down): -11.0 / -11.5 eV. Its calculated total energy is -1915.20712 hartree. The spin multiplicity is 1. The value obtained for the energy above the lowest of the compared OMol25 structures with the same formula, charge and spin is 22.7 kcal/mol.

The geometry in XYZ format:
```
44
Properties=species:S:1:pos:R:3:forces:R:3
C 2.957399 3.646468 0.769412 0.5 0.7 -0.1
C 4.045127 2.646350 0.420234 0.2 0.2 0.4
H 2.705374 4.310173 -0.059429 0.0 -0.1 0.0
H 3.218079 4.276673 1.625549 0.0 -0.1 -0.1
H 2.030622 3.128331 1.067638 -0.3 -0.2 0.2
H 3.700846 1.873722 -0.264881 0.0 -0.1 -0.2
H 4.878884 3.167247 -0.057450 -0.1 -0.1 -0.1
H 4.456470 2.182197 1.318614 -0.1 -0.1 -0.1
C -2.561518 1.084500 -0.726282 -0.2 0.2 -0.3
C -3.839322 0.968249 -1.281096 0.5 -0.2 0.2
C -4.117246 -0.115381 -2.112987 0.6 0.0 0.2
C -3.106336 -1.055071 -2.300793 0.6 0.1 0.3
H -2.340050 1.883839 -0.019492 -0.2 -0.1 -0.4
H -4.584915 1.714943 -1.047076 0.0 0.0 0.0
H -5.085655 -0.251223 -2.586080 0.1 0.1 0.2
H -3.290455 -1.973027 -2.862986 0.0 0.5 0.1
N -1.536751 0.254404 -1.001920 -0.5 0.0 0.3
C -1.828635 -0.854096 -1.742839 -0.1 0.2 0.1
C -0.768651 -1.888218 -1.852756 0.5 -0.5 0.0
N 0.427072 -1.576273 -1.299805 -0.1 0.0 -0.1
C 1.394389 -2.501366 -1.293283 0.1 -0.1 -0.3
C 0.023168 -4.092856 -2.474569 0.1 0.4 0.2
C 1.247298 -3.757576 -1.894835 -0.2 0.4 0.1
H 2.322933 -2.227328 -0.788687 -0.2 -0.1 -0.3
H 2.085563 -4.445236 -1.882387 -0.1 0.1 0.0
C -1.008727 -3.158559 -2.425781 0.0 0.9 0.3
H -2.009877 -3.382353 -2.805039 0.6 -0.1 0.1
H -0.146213 -5.057337 -2.948783 0.1 0.2 0.2
Sn 0.632011 0.805822 0.001211 -2.2 -3.2 0.0
I -0.329692 3.178630 1.409857 0.1 0.2 0.0
C 2.201360 -0.575474 2.799480 -0.2 0.0 0.0
C 0.701958 -0.901001 2.687150 -0.8 -1.2 1.0
O 0.021072 -0.396152 1.591118 0.7 1.2 -1.3
C 0.491194 -2.470717 2.607255 0.1 -1.5 -0.1
F 1.112319 -3.139017 3.617047 -0.7 1.0 -1.0
F -0.811592 -2.851170 2.582085 1.3 0.6 0.1
F 1.029596 -2.941088 1.433560 -0.2 0.6 0.9
C -0.083743 -0.398403 3.965496 -0.2 0.0 1.5
F 0.519519 -0.796208 5.134329 -0.7 0.4 -1.7
F -0.110037 0.956866 3.977923 0.2 -0.5 -0.2
F -1.373090 -0.807784 3.999781 1.3 0.3 -0.2
H 2.740391 -0.921909 1.898311 -0.3 0.1 0.4
H 2.592568 -1.108233 3.680271 0.0 0.3 -0.4
H 2.344897 0.512143 2.934415 -0.1 -0.4 0.0
```
Forces are in eV/Å.

For each atom in turn, the Mulliken charge in e is: 0.042 -0.876 0.411 0.397 -0.807 0.198 0.342 0.282 0.423 -0.879 -0.474 -0.674 -0.094 0.424 0.477 0.319 0.141 0.573 0.500 0.181 -0.170 -0.489 -0.743 0.416 0.434 -0.573 0.299 0.467 1.037 0.382 -1.705 0.897 -0.342 0.502 -0.234 -0.221 -0.153 0.616 -0.234 -0.208 -0.208 0.416 0.471 0.440

=====

- Which formula does entry 2 have?
  C11H15N

=====

- Which value of net charge does entry 5 give?
  0

=====

- The lowest calculated total energy belongs to which entry?
  C27H44AsIrN5OSi3

=====

- Which value of net charge does entry 4 give?
  +1